Formula: C5H7N2
Source: the OMol25 dataset
Level of theory: ωB97M-V with the def2-TZVPD basis set

Geometry as XYZ:
```
14
Properties=species:S:1:pos:R:3:forces:R:3:mulliken_charge:R:1
C 1.235 0.349 0.773 -2.2 1.3 -0.1 0.49
C 0.088 -0.010 1.519 1.5 -1.1 3.3 -1.22
C 2.523 0.573 1.092 3.0 -0.2 1.7 0.47
C 0.332 0.846 -0.361 1.5 4.5 -1.3 -0.89
C -0.807 0.287 0.386 -0.1 -2.5 -1.9 0.29
N 3.670 0.648 1.448 -3.2 -0.2 -1.5 -0.33
N -1.168 -1.154 -0.061 4.8 -1.7 1.9 -0.42
H 0.097 2.090 -0.394 1.2 -3.4 -0.1 0.26
H 0.759 0.491 -1.287 -0.9 0.1 -1.0 0.34
H -1.740 0.761 0.402 -1.1 1.1 0.6 0.57
H 4.246 1.422 1.725 0.3 0.1 0.3 0.34
H -2.020 -1.177 -0.508 -2.6 -0.5 -1.2 0.29
H -1.080 -1.794 0.845 -0.7 1.5 -1.8 0.42
H -0.402 -1.568 -0.709 -1.6 1.0 1.1 0.40
```
Forces are in eV/Å.

Kohn-Sham gap (alpha / beta), eV: 7.27 / 7.27
Total charge: +1
HOMO energy (alpha / beta), eV: -12.25 / -12.25